{"formula": "C11H23Br2INO6P2", "method": "wB97M-V/def2-TZVPD", "elements": ["C", "C", "Br", "C", "Br", "P", "I", "O", "C", "C", "C", "N", "C", "C", "P", "O", "O", "O", "O", "H", "H", "H", "H", "H", "H", "H", "H", "H", "H", "H", "H", "H", "H", "H", "H", "H", "C", "C", "O", "C", "H", "H", "H", "H", "H", "H"], "positions_angstrom": [[5.195, -2.884, -1.540], [4.303, -3.681, -0.412], [5.139, -5.276, 0.513], [2.918, -3.204, -0.110], [1.808, -4.190, 1.290], [2.076, -1.701, -0.943], [3.024, -0.192, 0.749], [0.630, -2.177, -0.027], [-0.620, -1.688, -0.698], [-1.190, -2.901, -1.698], [-1.697, -4.101, -0.698], [-2.467, -5.214, -1.375], [-0.253, -0.294, -1.477], [-0.175, 1.124, -0.661], [-0.962, 1.113, 1.077], [-2.563, 1.235, 0.985], [-0.421, -0.164, 2.130], [-0.446, 2.626, 1.853], [1.178, -0.484, -1.871], [5.273, -1.724, -1.362], [4.703, -3.076, -2.614], [6.304, -3.283, -1.642], [1.686, -2.696, -1.951], [3.108, -1.390, -1.909], [-1.572, -1.545, 0.003], [-0.349, -3.326, -2.412], [-2.050, -2.502, -2.424], [-2.413, -3.588, 0.106], [-0.826, -4.601, -0.094], [-3.448, -4.826, -1.501], [-2.590, -5.952, -0.619], [-0.922, -0.288, -2.466], [0.917, 1.590, -0.595], [-0.798, 1.913, -1.305], [-1.243, -0.378, 2.698], [0.227, 2.337, 2.565], [-2.777, 7.658, 1.654], [-1.613, 6.777, 2.020], [-0.537, 7.255, 2.376], [-1.816, 5.288, 1.934], [-2.485, 8.708, 1.763], [-3.064, 7.481, 0.614], [-3.619, 7.458, 2.321], [-2.061, 5.005, 0.907], [-2.616, 4.982, 2.614], [-0.893, 4.778, 2.228]], "forces_ev_per_a": [[0.2168, -0.6861, -0.6823], [-3.7358, 2.4312, 0.1593], [-0.8275, 1.6594, -1.0645], [5.1891, -2.5551, 0.2409], [1.7858, 0.3497, -1.0792], [-2.2054, -2.9625, -3.6945], [0.3291, 1.1458, 1.1420], [-2.4177, 2.7942, -1.5472], [-0.2493, -0.7062, -0.4796], [0.6213, -0.3332, -0.1030], [-0.2232, 0.9734, 0.9615], [-1.1121, 0.5258, 1.4492], [2.1323, -1.1796, -0.4872], [-0.3457, 0.8284, -0.6273], [-4.3589, 1.6528, 1.0115], [5.6633, -0.9313, 0.4106], [-2.4301, 2.3369, -0.9779], [1.1441, -4.0907, 0.2883], [-2.1295, -0.0316, 1.1039], [-0.4513, -2.3537, -0.0862], [0.9537, 0.5195, 2.4199], [-2.3738, 0.5775, 0.5755], [-0.0342, 0.1397, 0.3111], [0.1574, 0.1635, 1.2297], [2.4469, -0.0687, -0.7736], [-1.6018, 1.0004, 1.6089], [1.5511, -0.8256, 1.8279], [1.5783, -0.8451, -1.4217], [-1.3927, 1.3121, -1.3932], [1.5168, -0.7675, 0.0016], [0.1726, 1.1204, -1.3567], [1.4541, 0.5103, 2.2364], [-2.2753, -1.5835, -0.1233], [1.0014, -1.5546, 1.8797], [1.6564, 0.5055, -1.3513], [-1.3170, 0.7051, -1.6196], [0.2047, 0.5390, 0.0621], [1.3765, 0.3046, 0.4585], [-1.3317, -0.4298, -0.4223], [0.5790, 0.1802, 0.2447], [-0.0449, -0.2180, -0.0187], [-0.1653, -0.1048, 0.1374], [-0.0572, -0.1017, -0.2075], [-0.1762, -0.0986, 0.1452], [-0.0976, -0.0605, -0.2334], [-0.3768, 0.2130, -0.1556]], "e_tot_ev": -192316.39873, "homo_lumo_gap_ev": 7.57, "charge": -1, "e_homo_ev": -5.13, "fmax_ha_per_bohr": 0.11258}

---

{"formula": "C9H13NO", "method": "wB97M-V/def2-TZVPD", "elements": ["C", "C", "C", "C", "C", "C", "C", "H", "H", "H", "H", "H", "H", "H", "H", "C", "C", "N", "O", "H", "H", "H", "H", "H"], "positions_angstrom": [[1.731, 0.352, 2.062], [0.463, 0.823, 1.403], [-0.766, 0.375, 1.844], [-1.964, 0.618, 1.164], [-1.904, 1.262, -0.054], [-0.684, 1.834, -0.469], [0.474, 1.597, 0.234], [1.673, -0.727, 2.133], [1.951, 0.821, 3.011], [2.606, 0.676, 1.499], [-0.875, -0.007, 2.848], [-2.888, 0.267, 1.599], [-2.762, 1.341, -0.710], [-0.873, 2.620, -1.195], [1.371, 2.081, -0.140], [-0.180, -0.792, -2.484], [0.367, -1.596, -1.327], [1.738, -1.623, -1.312], [-0.263, -2.198, -0.487], [0.006, -1.289, -3.427], [0.364, 0.152, -2.425], [-1.225, -0.512, -2.397], [2.187, -2.272, -0.688], [2.378, -1.126, -1.903]], "forces_ev_per_a": [[0.2251, 0.7729, -0.3638], [0.1221, -0.1771, -0.7698], [-0.9109, 0.7594, 0.7096], [0.7234, -0.3720, -0.2018], [0.4612, 0.0810, -0.0626], [-2.0080, 0.1401, 0.5326], [0.2662, 0.4174, -0.1345], [0.3569, -0.1442, 0.2200], [-0.5045, -0.1536, 0.6721], [-0.0457, -0.3962, -0.4754], [0.3214, -0.5853, 0.0488], [-0.0883, -0.0552, -0.1469], [-0.1666, 0.2855, 0.2616], [1.0232, -0.3138, -0.5388], [0.2002, -0.2008, 0.2844], [0.0611, 0.7211, 0.5736], [0.2968, -0.1637, -0.2237], [0.5835, -0.3990, 0.3638], [-0.3035, 0.0353, -0.1259], [0.1022, -0.1058, -0.1904], [0.0635, 0.0331, -0.4798], [-0.0973, -0.4368, 0.2021], [-0.2379, 0.0283, 0.2021], [-0.4441, 0.2294, -0.3572]], "e_tot_ev": -13081.55961, "homo_lumo_gap_ev": 9.71, "relative_energy_kj_mol": 49.41, "smiles": "Cc1ccccc1.CC(N)=O", "e_homo_ev": -8.86, "fmax_ha_per_bohr": 0.04049}